A 2-piece molecular cluster, C4H5N3 overall. Source: OMol25; level of theory: wB97M-V/def2-TZVPD.

The value obtained for the molar mass is 95.10 g mol⁻¹. As for the energy above the lowest of the compared OMol25 structures with the same formula, charge and spin: 124.15 kcal/mol. As for the HOMO energy: -0.2894 hartree. Its multiplicity is 1.

```
12
Properties=species:S:1:pos:R:3:forces:R:3
N 0.983855 1.887238 -0.809602 -0.0113 0.1186 -0.0261
C 0.370273 0.802327 -0.328241 0.3987 -0.0533 -0.1150
C 1.163879 -0.354582 -0.242109 -0.0266 0.2860 -0.0612
N 0.540937 -1.440912 0.237198 -0.6223 -0.7471 0.2718
C -0.127298 -2.325880 0.585217 0.5415 0.6854 -0.2919
N -2.553815 -0.931723 1.020054 0.0305 0.8968 -0.3064
C -2.330236 0.121390 0.604110 -0.2887 -0.9127 0.3879
H 1.950190 1.932591 -1.123199 -0.0442 -0.0833 0.0653
H 0.467159 2.748805 -0.884130 0.1498 -0.1363 -0.0261
H 2.213292 -0.509177 -0.503577 -0.1521 0.0769 0.0362
H -0.641445 -3.003942 1.230642 0.0666 0.0409 -0.0061
H -2.021561 1.065270 0.202373 -0.0420 -0.1720 0.0716
```
Forces are in eV/Å.

C20H21ClF3N5O5S as an isolated structure. Source: OMol25; level of theory: wB97M-V/def2-TZVPD.

The value obtained for the molar mass is 535.93 g mol⁻¹. As for the energy above the lowest of the compared OMol25 structures with the same formula, charge and spin: 435.92 kcal/mol. As for the HOMO energy: -0.3079 hartree. Its multiplicity is 1.

```
56
Properties=species:S:1:pos:R:3:forces:R:3
C 7.683262 -1.907379 3.838270 -3.6734 0.6670 0.1253
C 6.288891 -1.346701 3.245678 6.2774 -3.5629 -0.7311
O 5.380907 -0.925661 3.820793 -3.0202 1.7723 2.8655
N 6.328399 -1.513789 1.896998 0.0473 1.1684 1.0276
C 5.375256 -1.069864 1.106899 -0.3496 -3.5004 -6.0107
C 4.160921 -0.747606 1.544256 -0.8889 0.2122 -3.5561
C 3.157675 -0.577217 0.711160 -3.6312 2.6355 -8.9635
C 3.376699 -0.656804 -0.880857 0.8526 -0.2412 6.0764
C 4.581674 -1.245402 -1.317838 -1.5429 0.6080 -0.8893
C 5.477937 -1.519092 -0.310195 3.2971 -0.5428 -0.8233
H 6.457229 -2.108287 -0.852994 -2.3278 1.7408 2.5056
H 4.736511 -1.496266 -2.434561 -0.1580 0.4213 2.1523
S 2.082174 -0.292407 -1.896707 4.8097 -4.5767 -9.3611
O 0.839456 0.054687 -1.425421 -3.9861 2.9149 3.1241
O 2.604410 0.317834 -3.203523 -1.4437 -1.4480 4.4118
N 1.774209 -2.177393 -2.418633 3.3124 2.6019 -0.0773
H 1.069928 -2.058338 -3.122283 -0.8215 -0.0256 -0.4334
O 1.285008 -2.932990 -1.391034 -1.3489 1.2151 -1.0702
C -0.030699 -2.431581 -0.960128 6.5803 -6.9799 7.9899
C -0.977329 -1.996727 -1.790944 0.9598 0.5297 -7.6431
O -0.779638 -1.983968 -3.034287 -0.5889 -0.6403 0.5328
N -1.937587 -1.381657 -1.285232 -7.5868 5.2954 2.1991
C -2.185537 -0.894449 0.037046 1.1655 0.1100 4.3551
H -1.600092 -1.641309 0.807172 -1.3672 2.3225 -1.5570
C -1.677127 0.804921 0.058952 -12.5119 -4.3064 9.7836
N -2.631693 1.532796 -0.574377 2.8252 -0.2550 -1.2829
C -3.714709 2.148533 -0.020414 1.7847 -4.8585 -12.9395
N -4.694404 2.139948 -1.320891 2.1693 0.5933 6.2122
C -5.784022 2.604101 -0.871127 -4.8068 1.1332 -6.0956
C -6.256164 3.189644 0.344268 1.2785 -1.6583 -2.3189
C -5.269275 3.193834 1.187537 0.9700 2.9305 8.2160
C -3.944227 2.742606 1.053506 -3.2901 2.1973 4.0771
Cl -2.910967 2.761871 2.342585 1.2316 0.8919 2.2458
H -5.447712 3.686375 2.377530 0.3724 -1.3818 -3.6460
C -7.529812 3.791683 0.587950 -3.7924 -9.8714 -8.0899
F -7.625236 4.781014 1.133760 -0.3129 10.2216 9.1348
F -8.166959 4.275305 -0.682749 0.6865 -2.8315 0.7702
F -8.471829 2.669958 1.249143 2.1380 3.0858 -1.7961
H -6.480639 2.702928 -1.839278 0.6141 -0.1775 2.4469
C -2.307989 0.952766 -2.010661 -3.6609 6.3114 1.9220
H -3.075273 1.712697 -2.435916 2.0301 -1.7658 -1.3636
H -1.264810 0.951443 -2.121942 1.4793 1.4709 -0.4477
C -2.686415 -0.378607 -2.098721 -1.2418 -3.6368 1.0924
H -2.522649 -0.627040 -3.038706 0.8291 -1.3586 -4.6006
H -3.717718 -0.468259 -2.002958 -1.9443 -0.6280 0.8326
H -1.985193 1.043868 1.407838 1.4688 -1.3025 -3.8786
H -0.776396 0.827412 0.120568 10.8108 1.2003 -0.9457
H -3.335978 -0.831940 0.501127 2.7879 -0.5211 -2.0437
H 0.289289 -1.724594 -0.150725 -1.1360 -0.6534 -0.5532
H -0.238526 -3.536952 -0.460261 -0.6745 2.9829 -0.5928
H 2.168064 0.015052 0.768620 1.6000 -1.4040 1.2585
H 3.966422 -0.463230 2.425322 -1.0064 1.5517 6.6743
H 7.039574 -1.828096 1.331706 2.7008 -1.1181 -0.1611
H 7.841816 -2.933220 3.704982 0.1515 -1.5393 -1.3024
H 8.427405 -1.300361 3.470317 1.9392 1.1392 -0.7450
H 7.633487 -1.904091 4.879377 -0.0567 0.8603 1.8873
```
Forces are in eV/Å.

C24H37AsGeIN2O2Ti as an isolated structure. Source: OMol25; level of theory: wB97M-V/def2-TZVPD.

The value obtained for the molar mass is 707.88 g mol⁻¹. As for the energy above the lowest of the compared OMol25 structures with the same formula, charge and spin: 23.87 kcal/mol. Its total charge is -1. As for the HOMO energy: -0.1659 hartree. Its multiplicity is 1.

```
69
Properties=species:S:1:pos:R:3:forces:R:3
Ti 1.167250 -1.168079 -0.640323 0.0577 -0.2233 -0.1146
C -0.463235 -5.002203 -2.230007 0.0079 -0.0041 -0.0015
C -0.824523 -4.802507 -0.792146 0.0359 0.0173 0.0456
N -1.751856 -5.561198 -0.247890 0.0038 -0.0275 -0.0460
C -2.086217 -5.360706 1.037947 -0.0278 0.0057 0.0602
C -1.508370 -4.403110 1.835781 0.0982 0.0414 -0.0580
C -1.982003 -4.200031 3.244484 0.0070 0.0088 0.0165
O -2.629023 -2.940647 3.437179 0.0613 0.0081 -0.0223
C -0.519081 -3.569349 1.270480 -0.1114 -0.1035 0.0131
C 0.143345 -2.535396 2.044787 0.0084 0.0953 -0.0349
N 0.745901 -1.591568 1.441326 0.0281 -0.0543 0.0846
C 1.594198 -0.587632 1.968468 -0.0151 0.0039 0.0437
C 1.738795 -0.199872 3.296137 0.0684 0.0337 -0.1109
C 2.702616 0.764140 3.559725 -0.0607 -0.0433 0.0688
C 3.475285 1.283897 2.523359 0.0680 0.0792 -0.0179
C 3.274290 0.888047 1.204917 -0.0800 -0.0616 -0.0092
C 2.293434 -0.052886 0.887297 0.1259 0.0851 0.1116
I 2.743724 -1.228674 -2.915314 -0.0070 0.0607 0.0274
C -0.159121 -3.762664 -0.074105 -0.0587 -0.0169 0.0319
O 0.752158 -3.066484 -0.692117 -0.0283 -0.1315 -0.0145
H -1.026827 -5.840401 -2.633397 -0.0023 0.0022 -0.0054
H 0.608430 -5.178608 -2.337443 -0.0027 -0.0006 0.0006
H -0.676397 -4.096530 -2.801873 0.0016 0.0016 -0.0027
H -2.866715 -6.000985 1.436851 0.0038 -0.0003 -0.0052
H -1.145528 -4.233572 3.949182 -0.0034 -0.0346 0.0082
H -2.665894 -5.011139 3.511294 -0.0268 0.0297 -0.0065
H -2.799297 -2.553590 2.570585 -0.0622 -0.0197 0.0120
H 0.131275 -2.595697 3.133642 0.0211 0.0235 0.0130
H 1.134515 -0.617060 4.093404 -0.0153 -0.0093 -0.0026
H 2.855199 1.107784 4.575894 0.0152 0.0104 -0.0089
H 4.233609 2.025537 2.752462 -0.0042 -0.0067 0.0094
H 3.877940 1.333403 0.419992 -0.0043 -0.0010 -0.0074
C 2.212253 5.433285 -1.768203 -0.0079 0.0232 0.0017
C 2.783207 4.060385 -1.443192 -0.0209 0.0253 0.0165
As 1.548179 2.503110 -1.448828 0.0756 0.0901 0.0718
C 0.136382 3.229456 -0.277592 0.0251 0.0067 0.0062
C 0.540107 3.241875 1.191538 0.0199 -0.0120 0.0141
C 0.620958 2.876000 -3.145185 -0.0331 0.0022 -0.0312
C 1.551014 2.752494 -4.346248 0.0075 -0.0065 -0.0179
H 2.987090 6.204973 -1.739174 -0.0036 -0.0005 -0.0048
H 1.437697 5.725007 -1.056367 0.0043 -0.0109 0.0016
H 1.765985 5.456868 -2.764396 0.0049 -0.0043 -0.0012
H 3.243181 4.061080 -0.450833 -0.0067 -0.0041 -0.0033
H 3.582165 3.798777 -2.141586 -0.0025 0.0048 -0.0027
H -0.714870 2.562838 -0.422805 0.0020 -0.0116 -0.0095
H -0.162494 4.223453 -0.621517 0.0142 -0.0129 -0.0125
H 0.762738 2.231403 1.538487 -0.0061 -0.0027 0.0040
H -0.255420 3.648816 1.821864 -0.0056 0.0022 -0.0071
H 1.435224 3.846900 1.360382 -0.0067 0.0043 -0.0032
H 0.148134 3.860362 -3.099013 -0.0172 -0.0067 -0.0239
H -0.179500 2.134468 -3.210398 -0.0146 0.0187 0.0014
H 2.338540 3.510071 -4.322429 0.0004 0.0013 0.0170
H 1.008943 2.874322 -5.287423 0.0002 -0.0030 0.0024
H 2.033370 1.773185 -4.360179 0.0030 0.0011 -0.0031
C -3.233817 1.197436 -1.269939 -0.0268 -0.0336 0.0383
Ge -2.223958 -0.154630 -0.247941 -0.0535 -0.0228 -0.0158
C -2.290332 0.362252 1.650348 0.0471 -0.0533 -0.0464
C -3.265608 -1.819561 -0.451772 0.0369 0.0161 0.0319
C -0.420300 -0.302147 -0.837011 -0.1559 0.1252 -0.1451
H -4.269244 1.215462 -0.921708 -0.0058 0.0266 -0.0233
H -3.233633 0.949535 -2.332685 0.0101 -0.0136 0.0009
H -2.813463 2.196510 -1.152432 0.0094 0.0018 0.0088
H -3.311279 0.358718 2.037324 -0.0124 0.0120 -0.0093
H -1.869101 1.361498 1.771344 -0.0002 0.0105 0.0188
H -1.687976 -0.323844 2.248564 -0.0081 0.0158 0.0312
H -4.293786 -1.670940 -0.112117 -0.0032 -0.0042 -0.0001
H -2.829039 -2.652041 0.104574 -0.0109 0.0345 -0.0186
H -3.288979 -2.109745 -1.503525 0.0008 -0.0014 -0.0043
H -0.160241 0.140146 -1.820506 0.0383 0.0136 0.0380
```
Forces are in eV/Å.

no.,energy (Eh)
1,-319.51436
2,-2581.98819
3,-6656.65448